1.
Computed, not measured: a 15-piece molecular cluster, C69H176N8O23 overall at a distorted geometry, with wB97M-V/def2-TZVPD.

Values from the calculation:
M (g/mol): 1486.20
E_LUMO (eV): 0.532

The geometry in ORCA input format:
```
! wB97M-V def2-TZVPD RIJCOSX def2/J DEFGRID3
* xyz 0 1
O -4.78496 5.33267 -4.11408
O 1.50347 2.19169 2.93337
O 1.19482 4.86136 -0.37290
O 5.27625 0.36721 5.05106
O 2.56652 -4.86459 1.38745
O 1.21618 -0.15524 -7.54566
O -0.60461 -4.95254 7.59311
O -4.09138 0.89810 3.48476
O -2.73026 0.61854 -7.55997
O -3.08493 3.38324 2.49715
O -4.52157 -5.34805 -4.37107
O 1.39662 -1.67342 -2.48993
O 6.42334 -4.67747 6.46957
O -2.61279 -2.25786 -6.93572
O -3.07472 -0.15800 -1.27217
O -6.77746 -1.26073 -4.84069
O -2.42382 6.78982 5.27261
O -0.19968 -0.06286 7.40636
O -1.68728 -5.63390 2.34552
O 9.80434 5.70646 0.52100
O 0.34738 -1.06785 1.65560
O 5.53501 2.58929 -3.66777
O 5.01909 2.48599 0.24166
N -1.56575 4.40105 -2.68883
N -0.25441 -2.43749 5.84411
N 7.08772 5.30391 1.31563
N -0.27854 -0.04142 -1.00860
N -1.00866 4.78852 3.82732
N 3.95067 -5.28552 3.87113
N -5.30587 -3.13538 -6.36929
N 3.14328 1.73557 -5.10288
C -4.41516 -0.42326 -1.59975
C -4.33720 3.16100 0.54515
C 0.68540 0.55827 -0.07116
C 4.54435 -1.09057 3.35803
C -0.53856 -0.03457 6.01343
C -0.77487 4.94694 -1.57776
C 2.38250 0.62676 -5.68729
C -2.62582 -0.07926 1.90481
C -7.41016 -0.71499 -3.70285
C -2.33216 0.39513 -2.33792
C 7.81695 -4.79155 6.61422
C 1.98769 -5.08215 0.12373
C 4.49841 -4.85179 5.15042
C 2.02734 0.93608 -7.13405
C 6.25092 -1.86124 5.15051
C 4.67978 1.18933 0.68130
C 0.78832 -2.14221 2.47151
C -4.12757 0.65965 -5.61834
C -4.06784 -0.01988 2.40102
C -4.23861 5.34785 1.72610
C -1.85183 1.69849 -5.59378
C -4.66455 -1.35284 2.83764
C -1.22553 -1.33964 5.67866
C 5.02563 -1.02160 4.81535
C -3.09107 1.41841 -6.43787
C -3.54265 7.64591 5.22557
C -5.69744 4.83147 -5.06884
C 4.22699 2.76788 -3.19479
C 2.43120 4.25006 -0.09372
C -2.86060 5.05658 -2.77641
C -4.76657 -4.68487 -3.11831
C 0.23672 2.66219 3.35043
C 0.61025 4.30314 -1.54925
C 2.36890 1.87966 4.01102
C -3.41105 4.10099 1.31528
C 10.98962 5.63663 -0.23935
C -0.15700 -4.84480 6.24379
C 1.95003 -5.54026 2.45939
C -3.56205 -3.94714 -2.58287
C -3.69659 4.46736 -3.89600
C 7.52091 6.52909 0.64017
C 8.76163 6.30772 -0.20728
C 6.14648 4.55852 0.48429
C -1.04387 0.96781 -1.73900
C 0.72882 0.01382 -8.86115
C -5.17518 -5.83599 -2.21012
C -4.56269 -3.38399 -7.59950
C 3.25950 1.66981 -3.64807
C 5.96575 -5.21062 5.23569
C 6.11696 1.38085 -3.24751
C -1.48219 4.59196 5.20810
C -3.09521 -3.56061 -7.25498
C -2.72968 5.41283 5.41196
C -0.88375 -3.72358 5.55095
C 0.73444 0.96615 7.68258
C -2.77259 -5.30713 1.45245
C -1.30187 -2.31415 -6.40748
C -0.11298 -3.51662 -2.52462
C 0.59552 -2.42603 -3.35493
C -7.42064 -2.39030 -5.41124
C -4.14631 -5.48740 2.09287
C 1.31739 -0.51734 0.79771
C 1.41346 -3.03513 -4.46804
C -2.49605 -3.86759 1.02402
C 5.81987 3.21587 1.13937
C 0.29293 4.15995 3.62807
C -0.07526 -6.02361 8.31654
C 2.52685 -4.99552 3.75456
C -6.71533 -2.83047 -6.67317
H 7.81439 7.27962 1.38519
H 0.91455 4.31938 4.51850
H -0.06599 2.09979 4.24351
H -1.24560 -3.03970 -5.59041
H -1.24459 0.80240 -5.45808
H 6.77546 2.71504 1.35539
H 0.11777 -0.82409 -9.18787
H 3.78817 3.71382 -3.50841
H -3.50548 2.34832 -6.83383
H -0.48257 -6.98339 7.99058
H 1.83030 -1.28541 0.20633
H 4.01201 0.63074 0.02847
H -2.11692 2.09080 -4.60682
H -1.04411 -1.34036 -5.99207
H -8.50167 -0.76967 -3.70892
H 4.41362 -3.75324 5.15446
H -4.92665 -4.34976 -7.97043
H -1.94116 -3.73267 5.85225
H 1.01969 -6.05998 8.20915
H 2.38250 3.15621 -0.05784
H 1.58753 0.18661 -9.52016
H 5.65485 0.48519 -3.67363
H 0.78986 4.55061 2.73560
H -4.09279 7.53142 4.28312
H -7.00688 -1.26039 -2.84160
H 4.15334 2.75585 -2.10040
H -5.63233 -5.44368 -1.29074
H 7.17889 1.37129 -3.48178
H -4.87266 3.63559 -0.28118
H -0.07766 -2.41950 3.06441
H 9.04005 7.25271 -0.69594
H -1.88064 -6.55012 2.58767
H 6.02467 1.28357 -2.15771
H 0.92465 -4.68399 6.30529
H -3.65470 -0.20953 -5.15329
H 5.97305 -2.80680 5.61941
H 8.56237 5.63284 -1.05757
H -2.62106 -0.29550 -7.26037
H -1.06242 4.46491 -3.56520
H 1.22659 4.59679 -2.40473
H 5.19220 5.04919 0.29867
H -0.25730 -1.84617 -3.74154
H 2.08558 0.94561 4.50699
H -4.83430 -1.13300 -0.88817
H -6.12442 3.88376 -4.73055
H 2.33222 -3.42470 -4.02393
H -1.20095 0.82553 5.87518
H -0.95608 -0.45286 -0.36103
H -2.69426 -5.94598 0.56562
H 2.23769 1.83196 -3.29466
H -0.76324 4.83696 5.99795
H -3.28289 -3.36746 0.46489
H -4.69753 0.38230 1.59019
H -3.58462 6.13034 2.11467
H 2.00116 -5.52153 4.55458
H -1.30096 4.67965 -0.66117
H -2.03094 -0.46534 2.73852
H 0.08423 0.90203 -8.91379
H 3.15426 4.45154 -0.89639
H -0.64003 -4.23671 -3.15077
H 0.94020 -3.90314 -4.92470
H -3.41123 4.95687 -1.83583
H -0.52005 2.42796 2.59919
H -3.74368 2.34608 0.12451
H -3.05149 -3.30070 -3.30825
H 4.03808 1.68783 -5.58291
H 0.48796 3.22074 -1.49375
H -3.57368 5.17375 4.75472
H 8.34221 -4.48721 5.69776
H -1.57042 -3.90231 0.44692
H -2.55274 4.36924 0.69604
H -5.17233 4.72125 -6.02737
H 1.01745 0.89375 8.73369
H -2.88506 1.24004 -2.76676
H 4.12358 -2.08812 3.18362
H -3.13378 5.22708 6.41829
H 1.44822 1.06123 -0.67314
H -0.91837 5.78882 3.68345
H -3.80222 -3.20881 -1.81563
H -4.26875 -4.77770 2.91321
H 6.83415 -1.35142 5.92235
H 1.17460 -2.96739 1.86933
H -5.02532 0.48962 -1.55126
H -7.48819 -3.18945 -4.66531
H 3.70860 -0.39730 3.32596
H -2.51599 -3.89941 -8.12386
H 2.37229 2.64763 4.78904
H 6.95200 -2.06919 4.33906
H 1.98412 -6.63380 2.48430
H -4.82883 5.72785 0.89241
H -1.22343 2.46697 -6.05110
H 5.63308 0.67877 0.85037
H 2.36635 -4.31537 -0.54804
H -5.60213 -3.98504 -3.23703
H 2.31702 -6.04807 -0.28519
H 0.25416 1.94771 7.58395
H -0.19105 -5.87150 9.38789
H -2.46665 -0.78406 1.08773
H -4.50887 1.28596 -4.80395
H -5.91584 -6.47253 -2.68556
H -2.27642 -3.32188 1.94461
H 3.87550 -5.19571 5.97427
H -4.05182 3.46737 -3.60864
H 2.88106 1.15620 -7.78648
H -4.26710 7.49033 6.03105
H -2.11214 -0.29619 -3.15807
H 2.09551 -0.04331 1.40973
H 1.62134 0.86379 7.05372
H 0.89660 -5.22295 2.45484
H -2.40933 3.88931 3.01182
H 11.73342 5.11371 0.35490
H -4.57065 -0.78227 -2.62349
H -4.33431 -6.41908 -1.83086
H 2.90153 4.59219 0.82634
H -0.94187 -3.91260 4.47387
H -1.25470 1.84417 -1.11602
H 6.01626 0.62977 4.49329
H -0.65936 -3.10857 -1.67578
H 5.33018 -0.89840 2.63079
H -6.45157 5.59638 -5.24388
H 0.83298 -1.07814 -1.93608
H 8.10687 -5.82634 6.82334
H -4.19400 -6.50193 2.49457
H 5.24202 3.30676 2.06790
H 0.71243 -4.09835 -2.08929
H -7.26888 -3.72188 -6.98303
H -4.72975 -4.73553 -5.09658
H -4.73492 -2.69378 -8.43170
H -1.75107 3.53721 5.31014
H -3.83483 -1.92063 3.26995
H 0.36340 0.02029 5.39733
H -2.93010 -4.25605 -6.42841
H -3.13859 4.33047 -4.83332
H 1.56551 -1.73822 3.12956
H 4.20872 -1.34138 5.46354
H 7.89939 4.71860 1.47376
H -4.99654 0.37065 -6.20848
H 2.77846 -0.38554 -5.54893
H 0.24878 1.29288 0.61474
H 3.59787 0.69562 -3.27280
H -4.98109 -1.93813 1.97216
H 8.19330 -4.10865 7.37441
H -5.01940 -2.29930 -5.86362
H -0.49114 1.29432 -2.62839
H -0.55763 -2.56132 -7.17030
H -2.79166 -4.66285 -2.29319
H 3.38695 1.77875 3.64811
H -4.93189 -5.30154 1.36255
H -6.80282 -2.09304 -7.47786
H -3.74502 1.73789 3.14233
H 6.65195 4.33671 -0.46564
H -2.13461 -1.45610 6.27521
H -2.76641 6.14754 -2.87643
H 11.30286 6.63620 -0.55591
H -0.34660 -5.82408 5.78762
H -0.71832 6.03917 -1.63598
H -5.12543 2.83434 1.22493
H -3.08199 8.63199 5.26438
H 4.42080 -5.01501 3.02015
H 6.46174 -4.75766 4.37066
H 6.12769 -6.29037 5.18854
H -1.39527 -1.34826 4.59890
H -2.20758 0.90301 1.68664
H -5.49288 -1.17727 3.51785
H 10.80942 5.06000 -1.15785
H 4.14023 1.25548 1.63413
H 1.37279 1.81617 -7.17171
H 0.89524 -5.14910 0.11876
H -7.12460 0.33350 -3.62480
H -8.44758 -2.09424 -5.65841
H 2.34145 -3.91835 3.86522
H -4.92127 5.01848 2.50936
H 1.41924 0.59302 -5.16268
H 1.57610 -2.22386 -5.17763
H 6.67902 6.98127 0.11989
H 0.00123 -2.42979 6.82942
*
```



2.
Computed, not measured: C69H49CaN4P as an isolated structure at a distorted geometry, with wB97M-V/def2-TZVPD.

Values from the calculation:
M (g/mol): 1005.23
E_LUMO (eV): 3.999

The geometry in ORCA input format:
```
! wB97M-V def2-TZVPD RIJCOSX def2/J DEFGRID3
* xyz -2 1
Ca 0.41916 -0.46206 0.14608
P 2.10885 -2.73840 1.41396
N -1.73189 -0.62172 0.67321
N -1.57245 3.17863 -1.37227
N -0.93012 0.27495 -3.61169
N -1.11564 1.91904 1.52418
C -4.93063 -1.61793 -4.09294
C -4.15923 -0.96528 -3.14248
C -3.81739 3.06364 -6.71231
C -1.38680 2.29192 3.82798
C -1.68168 3.09593 1.71340
C -1.90264 3.38308 -2.72041
C -5.92712 1.16173 4.70910
C -2.93356 4.45893 -2.75601
C 1.48260 -0.71326 -3.38404
C -4.27800 1.24652 2.95682
C 2.68854 -0.06316 -3.62253
C -3.88306 -0.09445 4.89868
C -0.73073 -5.27806 -1.20627
C -4.46274 -2.77613 -4.70072
C 0.65064 -5.44398 -1.27972
C 0.39985 1.82777 -2.50363
C -4.06468 5.03399 2.27037
C -2.44814 -2.62302 -3.39513
C -0.43286 -3.69213 0.58254
C 0.05495 0.27144 3.36024
C -1.08320 1.22708 2.81832
C -1.11250 0.07272 -2.20737
C 1.05279 -1.81984 2.59050
C 0.30086 -0.29595 -4.28077
C 4.63328 -4.12693 4.29887
C -2.65961 6.52467 1.05568
C -3.44519 0.38019 3.67263
C -2.12071 -0.01825 3.06454
C -3.21822 -3.27838 -4.34669
C -5.49717 1.64081 3.47161
C -3.15822 4.83703 -1.49556
C -0.16416 1.05331 -1.59484
C 3.94579 -3.33668 3.39200
C -2.98951 5.20643 1.38759
C 1.47804 -4.72197 -0.44082
C -2.07940 -0.75835 -1.76360
C -2.27373 3.99300 -0.62206
C 1.83386 1.56456 -5.27168
C -3.36236 7.60871 1.56476
C -1.04193 -0.55436 4.06106
C -1.95314 3.07333 -5.16412
C 4.37699 -5.49207 4.36939
C -3.63068 -1.47592 1.49684
C -4.41535 7.41037 2.44659
C -1.68571 3.89831 -7.42480
C -2.46557 -1.07676 -0.37572
C -3.02102 3.62611 -7.69884
C -2.90613 -1.45622 -2.79159
C 0.94994 -3.84693 0.51583
C -4.75912 6.11003 2.79961
C 1.28348 -1.71191 -2.42543
C -5.12032 0.28984 5.41652
C 2.72789 -5.25512 2.63153
C -1.15928 3.62034 -6.17314
C 3.42467 -6.05310 3.53426
C -2.44913 -0.79970 1.80345
C -1.26655 -4.39791 -0.28388
C 0.95537 -0.47736 2.40946
C -0.76176 -2.01022 4.23640
C -2.25377 4.05677 0.79631
C -3.28303 2.78365 -5.46061
C 0.25115 -2.58049 3.58911
C -0.34751 1.63876 -3.78060
C 2.84041 0.99263 -4.57859
C 2.98242 -3.89074 2.54849
C -1.75252 3.39121 3.18736
C 0.45558 1.08539 -4.98690
C -3.64223 -1.66227 0.09568
C -1.38772 2.76333 -3.82284
H -6.88795 1.46468 5.10847
H 3.56799 -0.40210 -3.08375
H -1.37985 -5.81146 -1.88989
H -3.85691 5.58992 -1.16438
H -4.51441 -0.05959 -2.66597
H -5.58181 5.92857 3.48203
H -4.85527 2.82809 -6.91383
H -4.42471 -1.72073 2.18761
H -4.96052 8.25378 2.85355
H -0.13974 1.34999 -0.55592
H -5.90056 -1.21757 -4.36413
H -1.35560 2.14821 4.89923
H -4.35395 4.02618 2.54136
H -1.37521 -2.59680 4.91427
H 3.85534 1.34543 -4.75664
H 2.55389 -4.81145 -0.55121
H -2.84026 -4.18021 -4.81482
H -0.19409 1.10354 -5.86497
H 5.37029 -3.67483 4.95132
H -1.26156 -0.11325 5.03789
H 0.03810 -1.14613 -4.91737
H 1.03268 2.67334 -2.28661
H 0.46453 -3.63558 3.74138
H -2.33196 -4.21320 -0.23895
H -3.95154 1.59442 1.98343
H 0.39141 -2.32755 -2.45379
H -3.89242 2.32053 -4.69464
H -5.06346 -3.28052 -5.44843
H 0.74156 0.80603 4.03058
H -1.04961 4.32695 -8.19052
H -6.12396 2.31658 2.90114
H -4.43132 -2.09256 -0.50267
H 2.16052 -2.15907 -1.96146
H 2.01596 2.33034 -6.01570
H -2.05232 4.32620 3.63329
H -0.88888 -2.99870 1.28088
H 4.91600 -6.11242 5.07536
H 1.97380 -5.69700 1.99254
H -3.07471 8.61396 1.27793
H 4.14814 -2.27259 3.34568
H -1.47416 -3.00730 -3.11666
H 3.20873 -7.11367 3.58598
H 1.08090 -6.10384 -2.02352
H -3.26108 -0.78280 5.45793
H -5.44788 -0.10091 6.37294
H -1.82778 6.68861 0.38063
H -0.11650 3.82693 -5.96308
H -3.43404 3.84186 -8.67708
H -3.40548 4.85224 -3.64349
*
```



Q: Which of these has the lowest M?
A: C69H49CaN4P



Q: Number 2 is which compound?
A: C69H49CaN4P



Q: Among the records above, which one has the highest E_LUMO?
A: C69H49CaN4P



Q: Which of these has the lowest M?
A: C69H49CaN4P